(1)
{"formula": "C6H14O", "method": "ωB97M-V with the def2-TZVPD basis set", "species": ["C", "C", "C", "C", "C", "O", "C", "H", "H", "H", "H", "H", "H", "H", "H", "H", "H", "H", "H", "H", "H"], "xyz": [[1.744, 1.666, 2.332], [0.335, 1.252, 1.934], [0.351, -0.012, 1.072], [-0.852, -0.161, 0.143], [-0.523, -1.010, -1.073], [-1.520, -0.832, -2.046], [-1.157, -1.397, -3.276], [1.733, 2.554, 2.972], [2.327, 1.898, 1.435], [2.266, 0.860, 2.863], [-0.278, 1.109, 2.831], [-0.129, 2.075, 1.370], [1.257, 0.028, 0.453], [0.464, -0.900, 1.707], [-1.135, 0.830, -0.231], [-1.726, -0.563, 0.669], [0.450, -0.691, -1.486], [-0.420, -2.078, -0.815], [-0.190, -1.001, -3.630], [-1.929, -1.135, -4.003], [-1.070, -2.494, -3.222]], "smiles": "CCCCCOC", "max_force_ev_per_a": 0.369, "orbital_gap_ev": 10.947, "homo_ev": -9.7973, "total_charge": 0, "molar_mass_g_mol": 102.177, "energy_ha": -312.22427}

---

(2)
{"formula": "C6H15N2", "method": "ωB97M-V with the def2-TZVPD basis set", "species": ["C", "C", "C", "C", "C", "C", "N", "N", "H", "H", "H", "H", "H", "H", "H", "H", "H", "H", "H", "H", "H", "H", "H"], "xyz": [[0.864, -1.916, 0.248], [1.536, 0.137, 0.498], [0.756, -0.607, -0.547], [-1.702, 0.748, 1.187], [-1.360, 1.526, -1.261], [-1.785, 0.478, -0.290], [0.949, -0.389, -1.848], [1.447, -1.111, 1.370], [0.015, -2.387, 0.486], [1.651, -2.681, 0.120], [2.598, 0.305, 0.423], [1.085, 1.015, 1.060], [-0.706, 0.958, 1.665], [-2.173, -0.006, 1.862], [-2.207, 1.633, 1.327], [-0.781, 1.226, -2.143], [-0.790, 2.446, -0.925], [-2.262, 1.841, -1.741], [-2.384, -0.341, -0.769], [1.824, -0.030, -2.245], [0.340, -0.719, -2.525], [0.807, -0.827, 2.074], [2.276, -1.298, 1.973]], "max_force_ev_per_a": 3.885, "orbital_gap_ev": [7.252, 8.083], "homo_ev": [-10.8826, -11.3854], "total_charge": 1, "molar_mass_g_mol": 115.200, "energy_ha": -346.69300}

---

(3)
{"formula": "C4H7NO", "method": "ωB97M-V with the def2-TZVPD basis set", "species": ["C", "C", "N", "C", "C", "O", "H", "H", "H", "H", "H", "H", "H"], "xyz": [[-1.950, 0.388, 0.079], [-0.703, 0.444, 0.548], [-0.110, -0.675, 1.149], [1.059, -0.717, 0.636], [1.456, 0.583, -0.017], [0.237, 1.316, 0.052], [-2.608, -0.400, 0.421], [-0.751, -0.819, -1.207], [-2.267, 1.060, -0.709], [1.690, -1.599, 0.697], [-0.084, -1.173, -1.181], [1.802, 0.520, -1.056], [2.230, 1.072, 0.587]], "smiles": "C=C1N=CCO1.[H][H]", "max_force_ev_per_a": 0.741, "orbital_gap_ev": 9.670, "homo_ev": -8.7867, "total_charge": 0, "molar_mass_g_mol": 85.106, "energy_ha": -286.50354}

---

(4)
{"formula": "C4H12NO2", "method": "ωB97M-V with the def2-TZVPD basis set", "species": ["C", "N", "C", "C", "C", "O", "H", "H", "H", "H", "H", "H", "H", "H", "H", "H", "H", "H", "O"], "xyz": [[1.985, 0.272, 1.329], [1.015, 0.003, 0.235], [0.198, 1.134, -0.231], [-0.438, 0.697, -1.510], [-1.400, -0.524, -1.454], [-2.255, -0.516, -0.264], [2.897, 0.968, 1.148], [1.464, 0.740, 2.099], [2.381, -0.765, 1.545], [0.486, -0.826, 0.612], [-0.501, 1.531, 0.624], [0.822, 2.045, -0.417], [0.445, 0.382, -2.199], [-0.719, 1.731, -1.824], [-0.655, -1.329, -1.369], [-2.028, -0.695, -2.433], [-1.836, -1.219, 0.338], [-1.023, -1.507, 2.255], [-0.838, -2.123, 1.517]], "max_force_ev_per_a": 3.024, "orbital_gap_ev": 7.610, "homo_ev": -3.5674, "total_charge": -1, "molar_mass_g_mol": 106.145, "energy_ha": -364.79535}

---

(5)
{"formula": "C5H12NO", "method": "ωB97M-V with the def2-TZVPD basis set", "species": ["C", "C", "N", "C", "C", "C", "O", "H", "H", "H", "H", "H", "H", "H", "H", "H", "H", "H", "H"], "xyz": [[0.427, -1.306, -2.133], [-0.367, -1.172, -0.855], [0.035, -0.148, 0.049], [1.365, 0.295, 0.278], [-0.999, 0.333, 0.956], [-0.657, 1.640, 1.691], [0.091, 1.478, 2.783], [-0.189, -1.821, -2.871], [0.483, -0.328, -2.642], [1.444, -1.654, -2.021], [-0.235, -2.126, -0.287], [-1.454, -1.100, -0.964], [1.698, -0.105, 1.247], [2.033, 0.086, -0.567], [1.489, 1.376, 0.360], [-1.223, -0.427, 1.715], [-1.950, 0.534, 0.434], [-0.338, 2.341, 0.871], [-1.654, 2.105, 1.956]], "smiles": "CCN(C)CC[O-]", "max_force_ev_per_a": 2.576, "orbital_gap_ev": 5.847, "homo_ev": -2.1568, "total_charge": -1, "molar_mass_g_mol": 102.157, "energy_ha": -327.63933}

---

(6)
{"formula": "C26H40N4O6PPbS2", "method": "ωB97M-V with the def2-TZVPD basis set", "species": ["Pb", "N", "C", "S", "N", "N", "C", "C", "C", "C", "C", "C", "N", "H", "H", "H", "H", "H", "H", "H", "C", "O", "C", "C", "C", "C", "C", "C", "O", "C", "O", "C", "H", "H", "H", "H", "H", "H", "H", "H", "H", "C", "C", "C", "P", "C", "C", "C", "C", "C", "C", "H", "H", "H", "H", "H", "H", "H", "H", "H", "H", "H", "H", "H", "H", "H", "H", "H", "H", "H", "H", "H", "C", "S", "O", "O", "O", "H", "H", "H"], "xyz": [[-0.543, -0.143, 0.361], [-1.527, 4.630, -0.284], [-1.338, 3.375, 0.258], [-2.235, 2.090, -0.464], [-0.509, 3.349, 1.271], [-0.259, 2.090, 1.753], [0.094, 2.025, 2.972], [0.381, 0.734, 3.609], [0.746, 0.678, 4.948], [0.943, -0.560, 5.535], [0.777, -1.702, 4.772], [0.430, -1.553, 3.437], [0.244, -0.370, 2.875], [-2.384, 4.750, -0.795], [-1.246, 5.391, 0.314], [0.147, 2.929, 3.578], [0.849, 1.593, 5.515], [1.209, -0.631, 6.582], [0.893, -2.689, 5.196], [0.275, -2.414, 2.798], [0.868, -6.398, -3.630], [2.054, -6.248, -2.881], [2.127, -5.173, -2.035], [3.362, -5.024, -1.373], [3.500, -3.977, -0.500], [2.488, -3.029, -0.258], [2.761, -1.913, 0.643], [3.962, -2.000, 1.574], [2.076, -0.894, 0.718], [1.215, -3.183, -0.928], [0.222, -2.419, -0.765], [1.094, -4.300, -1.822], [1.029, -7.248, -4.289], [0.661, -5.505, -4.226], [0.009, -6.597, -2.982], [4.159, -5.727, -1.561], [4.449, -3.870, 0.009], [4.900, -2.115, 1.032], [3.857, -2.864, 2.233], [3.999, -1.089, 2.166], [0.133, -4.418, -2.302], [-1.824, 2.257, -4.366], [-0.539, 1.433, -4.427], [0.662, 2.328, -4.114], [-0.565, 0.026, -3.210], [0.744, -1.144, -3.845], [1.062, -1.138, -5.340], [2.040, -0.949, -3.055], [-2.179, -0.805, -3.618], [-2.316, -1.409, -5.012], [-2.520, -1.831, -2.536], [-1.678, 3.205, -4.891], [-2.097, 2.487, -3.333], [-2.663, 1.746, -4.839], [-0.425, 1.032, -5.441], [0.558, 2.758, -3.116], [0.727, 3.149, -4.834], [1.604, 1.781, -4.144], [0.349, -2.128, -3.565], [1.552, -0.205, -5.630], [0.186, -1.264, -5.973], [1.760, -1.949, -5.567], [2.524, -0.007, -3.323], [2.743, -1.757, -3.280], [1.864, -0.947, -1.983], [-2.898, 0.016, -3.529], [-1.647, -2.263, -5.135], [-2.092, -0.688, -5.802], [-3.336, -1.770, -5.169], [-1.713, -2.546, -2.377], [-3.428, -2.378, -2.807], [-2.702, -1.348, -1.574], [-4.798, -0.769, 2.386], [-3.067, -0.902, 2.737], [-2.905, -2.052, 3.604], [-2.671, 0.374, 3.302], [-2.478, -1.135, 1.385], [-5.310, -0.511, 3.310], [-5.148, -1.725, 2.008], [-4.933, 0.015, 1.645]], "max_force_ev_per_a": 0.263, "orbital_gap_ev": 7.379, "homo_ev": -4.8195, "total_charge": -1, "molar_mass_g_mol": 806.936, "energy_ha": -3015.91817}